No. 1
70
Properties=species:S:1:pos:R:3:forces:R:3 method="wB97M-V/def2-TZVPD" e_above_lowest_kcal_mol=16.4 e_tot_ev=-39777.3993 e_homo_ev=-4.882 gap_ha=0.09345
C -5.3171 -0.1966 -4.3595 0.4 -0.4 0.0
C -4.1560 0.7736 -4.3305 -0.5 0.8 0.0
O -2.9111 0.1131 -4.3706 -0.1 -0.6 0.0
C -1.8908 1.0265 -4.3441 2.6 1.1 0.0
C -0.5590 0.4793 -4.3488 0.0 -0.5 0.3
C 0.6602 1.2072 -4.2879 -1.7 -0.3 0.2
O 0.8180 2.4157 -4.2056 0.8 1.3 0.1
C 1.8234 0.2412 -4.3169 0.6 -0.5 -0.1
C 1.2350 -1.1669 -4.1492 0.1 0.2 0.0
C -0.2780 -0.9914 -4.3795 -0.7 -0.3 -0.3
O -2.0997 2.2344 -4.3136 -0.8 -0.3 0.0
H -6.2787 0.3156 -4.3224 0.1 0.2 0.0
H -5.2899 -0.8001 -5.2670 0.0 0.0 -0.1
H -5.2657 -0.8818 -3.5131 0.0 0.0 0.1
H -4.1836 1.4680 -5.1831 -0.3 -0.1 0.3
H -4.1629 1.3881 -3.4185 -0.3 0.0 -0.2
H 2.3332 0.3416 -5.2800 0.0 0.1 0.1
H 2.5473 0.5016 -3.5365 0.0 0.0 -0.1
H 1.6807 -1.8818 -4.8515 -0.1 0.1 0.2
H 1.4329 -1.5491 -3.1405 0.0 0.0 0.0
H -0.8766 -1.5074 -3.6194 0.0 -0.3 -0.1
H -0.5753 -1.3947 -5.3553 0.0 -0.4 0.1
C -2.2313 -4.0790 4.7812 0.4 -0.1 -0.4
N -1.8005 -4.3247 3.4050 0.8 0.8 -0.9
C -2.4456 -5.4769 2.7459 0.1 0.4 -0.1
C -1.8440 -5.7712 1.3706 0.3 0.1 0.1
C -1.7603 -4.4877 0.5303 -0.3 -0.3 -0.2
C -1.0657 -3.3814 1.2713 0.2 -0.2 -0.3
C -1.0357 -3.3942 2.6864 -1.4 -1.1 0.7
C -0.2363 -2.4471 3.3471 0.2 0.2 0.2
C 0.3979 -1.4546 2.6542 -0.1 -0.2 -0.1
C 0.2307 -1.3200 1.2565 0.2 0.3 -0.1
C 0.7418 -0.2214 0.5238 0.0 0.4 0.8
C 1.1618 1.0256 1.0471 -0.4 -0.7 -0.2
C 1.9058 1.8978 0.2262 0.1 0.5 0.3
C 2.4169 3.0834 0.6930 0.2 -0.2 -0.6
C 2.1987 3.4581 2.0397 1.5 1.5 0.7
N 2.8560 4.5696 2.5789 -0.1 -1.3 -0.6
C 2.7346 4.9534 3.9839 -0.3 -0.3 -0.4
C 3.6885 5.4670 1.7517 -0.4 -0.1 -0.2
C 4.2806 4.7791 0.5210 0.1 -0.2 0.0
C 3.2231 3.9561 -0.2240 0.2 0.3 -0.3
C 1.3546 2.6557 2.8271 -0.3 -0.3 0.3
C 0.8446 1.4806 2.3485 0.1 0.3 0.1
C -0.4584 -2.3556 0.5875 0.1 -0.2 0.6
H -1.9370 -3.0859 5.1168 0.0 -0.1 -0.1
H -3.3173 -4.1376 4.8378 -0.1 -0.1 0.0
H -1.8018 -4.8262 5.4469 0.0 0.0 0.2
H -2.3611 -6.3458 3.4090 0.1 0.1 -0.1
H -3.5141 -5.2581 2.6518 -0.1 0.0 -0.1
H -0.8370 -6.1901 1.4982 -0.1 0.1 0.0
H -2.4262 -6.5435 0.8490 0.0 0.3 0.2
H -1.2383 -4.6798 -0.4162 -0.1 0.0 0.2
H -2.7690 -4.1587 0.2540 0.0 -0.1 0.1
H -0.0875 -2.5339 4.4095 0.1 0.0 0.1
H 1.0880 -0.8021 3.1634 0.0 -0.1 0.1
H 0.8040 -0.3396 -0.5460 0.0 0.0 -0.4
H 2.0993 1.6080 -0.7908 0.1 0.0 -0.4
H 2.6266 4.0785 4.6227 0.0 0.0 0.0
H 3.6252 5.4892 4.3070 0.0 0.0 -0.2
H 1.8708 5.6049 4.1058 -0.1 0.1 0.3
H 3.0562 6.3074 1.4510 0.1 0.1 -0.1
H 4.4855 5.8846 2.3770 -0.2 -0.2 0.0
H 4.7257 5.5255 -0.1524 -0.2 -0.1 0.3
H 5.1080 4.1246 0.8248 -0.2 0.0 0.1
H 3.6950 3.3348 -0.9954 -0.1 0.2 0.2
H 2.5445 4.6239 -0.7674 0.0 0.0 0.1
H 1.0898 2.9843 3.8161 -0.1 0.0 0.1
H 0.1545 0.9168 2.9524 -0.1 0.1 0.1
H -0.5276 -2.3298 -0.4846 0.0 0.0 -0.4



No. 2
72
Properties=species:S:1:pos:R:3:forces:R:3 method="wB97M-V/def2-TZVPD" e_above_lowest_kcal_mol=0.0 charge=+4 e_tot_ev=-58402.4472 e_homo_ev=-20.528 gap_ha=0.21288
Pt 0.0586 -0.0486 0.4284 -2.2 0.8 -5.2
C 0.2862 -1.7340 -2.3785 0.5 -0.7 -0.5
C 0.1162 -3.0926 -1.6990 0.0 0.3 0.1
C 0.8030 -3.2515 -0.3717 -0.1 -0.5 -0.8
C 1.4103 -4.4783 -0.0772 -0.2 0.5 0.1
C 1.9894 -4.6735 1.1602 0.2 -0.3 0.1
C 1.9393 -3.6571 2.1043 -0.3 0.3 -0.3
C 1.3143 -2.4795 1.7439 0.6 -0.5 1.1
N 0.7868 -2.2838 0.5360 -0.2 2.7 1.0
N -0.6063 -0.6660 -1.9252 0.6 0.3 1.8
C -2.0214 -1.0463 -2.0164 -0.6 0.0 0.2
C -2.5890 -1.5130 -0.7051 -0.5 -0.5 -0.3
C -3.7184 -2.3319 -0.6493 0.5 0.3 -0.1
C -4.2599 -2.6494 0.5828 -0.3 -0.1 0.2
C -3.6782 -2.1439 1.7361 0.3 0.3 -0.1
C -2.5502 -1.3486 1.6007 -0.8 -0.4 0.9
N -2.0356 -1.0574 0.4150 1.9 0.9 0.6
C -0.3519 0.5825 -2.6414 0.2 0.8 -0.3
C -1.0346 1.7611 -1.9796 0.1 -0.1 -1.0
C -1.5787 2.8068 -2.7240 0.1 -0.4 0.3
C -2.2218 3.8398 -2.0606 -0.1 0.2 -0.1
C -2.3007 3.8178 -0.6775 0.1 -0.4 0.1
C -1.7159 2.7539 -0.0055 -0.4 0.8 0.5
N -1.1058 1.7697 -0.6503 1.5 -1.6 1.6
H 1.3223 -1.4048 -2.2596 -0.1 0.1 -0.1
H 0.1210 -1.8953 -3.4529 0.0 0.2 0.1
H -0.9378 -3.3456 -1.5542 0.0 0.0 -0.1
H 0.5237 -3.8491 -2.3729 -0.1 0.1 0.0
H 1.3944 -5.2590 -0.8243 0.0 0.0 0.0
H 2.4636 -5.6180 1.4005 0.0 0.0 0.0
H 2.3635 -3.7674 3.0898 0.0 0.0 0.1
H 1.2253 -1.6765 2.4651 0.1 -0.1 -0.2
H -2.6184 -0.1814 -2.3291 0.2 0.0 0.0
H -2.1582 -1.8156 -2.7858 0.1 0.1 0.1
H -4.1636 -2.7067 -1.5589 0.0 0.0 -0.1
H -5.1423 -3.2777 0.6488 0.1 0.0 0.0
H -4.0906 -2.3476 2.7110 0.0 0.0 0.1
H -2.0688 -0.9172 2.4707 0.0 -0.1 0.0
H 0.7313 0.7521 -2.6613 -0.2 -0.1 -0.1
H -0.6876 0.5141 -3.6872 0.1 -0.1 0.2
H -1.5106 2.8038 -3.8017 0.0 -0.1 -0.1
H -2.6768 4.6486 -2.6200 0.1 0.0 0.0
H -2.8166 4.5902 -0.1277 0.0 0.1 0.1
H -1.7498 2.7002 1.0738 0.0 0.0 0.0
C 3.3249 0.9234 -1.7622 -0.8 -0.6 -0.4
P 2.2397 1.1307 -0.3129 0.2 -0.3 2.5
C 2.1286 2.9540 -0.1939 -0.4 -0.2 -0.2
C 3.1489 0.5425 1.1616 0.0 0.0 -0.5
C 4.4516 0.0703 1.0026 -0.3 0.4 0.1
C 5.2011 -0.2699 2.1177 0.0 -0.1 0.2
C 4.6415 -0.1796 3.3842 0.2 -0.1 0.0
C 3.3363 0.2701 3.5518 -0.2 0.0 -0.1
C 2.5657 0.6058 2.4445 -0.4 0.1 -0.2
P 0.7906 1.0709 2.6401 1.4 -1.1 0.0
C 0.7979 2.8366 3.1232 -0.6 0.2 -0.8
C 0.1249 0.3269 4.1741 -0.3 -0.2 -0.6
H 4.2663 1.4413 -1.5636 -0.1 0.1 0.3
H 2.8643 1.4148 -2.6206 0.0 0.0 0.0
H 3.5246 -0.1173 -2.0108 0.0 0.0 0.0
H 3.0230 3.3303 0.3078 0.1 -0.2 0.0
H 1.2399 3.2988 0.3302 0.0 0.0 0.0
H 2.1131 3.3614 -1.2048 -0.1 0.1 0.0
H 4.8961 -0.0177 0.0242 0.1 0.0 -0.1
H 6.2214 -0.6039 1.9870 0.0 -0.1 0.1
H 5.2115 -0.4932 4.2492 0.0 0.1 0.0
H 2.9279 0.3342 4.5486 0.0 -0.1 0.1
H 1.0749 2.8969 4.1794 0.0 -0.3 0.0
H -0.1959 3.2720 3.0180 -0.1 0.1 0.1
H 1.5008 3.4256 2.5425 0.1 -0.1 -0.1
H 0.7692 0.5781 5.0192 0.1 0.1 -0.1
H -0.0033 -0.7539 4.1322 0.0 0.0 0.0
H -0.8445 0.7945 4.3604 0.0 0.0 0.0



No. 3
75
Properties=species:S:1:pos:R:3:forces:R:3 method="wB97M-V/def2-TZVPD" e_above_lowest_kcal_mol=40.3 charge=+2 e_tot_ev=-63458.9200 e_homo_ev=-11.699 gap_ha=0.20512
Pt -1.3789 1.3883 -1.9032 -1.4 -2.3 0.3
C -4.8064 0.0514 -3.4312 0.5 -0.7 0.2
P -3.5712 1.2621 -2.8638 0.7 2.2 0.2
C -4.4842 2.2408 -1.6236 -0.2 -0.2 0.0
C -3.5379 2.3509 -4.3065 -0.1 -0.2 -0.3
C -2.8128 3.6155 -3.9456 0.0 0.1 0.1
P -1.1292 3.2583 -3.2920 -0.4 -0.2 -0.1
C -0.3592 2.9639 -4.9132 0.2 -0.3 0.1
C -0.8057 4.9768 -2.7950 0.2 -0.1 0.5
H -5.6094 0.6254 -3.8900 0.0 0.1 0.0
H -5.2147 -0.5346 -2.6104 -0.2 0.1 -0.1
H -4.3768 -0.6274 -4.1683 -0.1 0.0 0.0
H -5.2335 2.8678 -2.1128 0.0 -0.1 0.0
H -3.7914 2.8631 -1.0675 0.0 0.1 0.1
H -4.9909 1.5772 -0.9209 0.0 0.0 0.0
H -4.5588 2.5484 -4.6333 -0.1 0.0 0.0
H -3.0350 1.8133 -5.1138 -0.1 0.0 -0.1
H -3.3808 4.1883 -3.2107 0.0 0.0 0.0
H -2.6999 4.2496 -4.8263 0.0 0.1 0.0
H -0.3464 3.9087 -5.4570 0.0 0.0 0.0
H -0.9700 2.2445 -5.4590 0.0 0.1 0.0
H 0.6472 2.5741 -4.8346 0.0 0.0 0.0
H -0.8246 5.5868 -3.6983 0.0 0.0 0.0
H 0.1377 5.1159 -2.2827 0.0 0.0 0.0
H -1.6117 5.2986 -2.1344 0.0 0.0 0.0
C 3.7536 -7.0619 7.9353 0.0 0.1 -0.1
O 2.4640 -7.1399 7.3290 0.1 0.0 0.1
C 2.1290 -6.2222 6.4106 0.0 -0.1 0.1
C 0.8477 -6.3410 5.8681 -0.2 -0.1 0.0
C 0.4126 -5.4465 4.9177 -0.1 -0.1 0.0
C 1.2422 -4.4088 4.4796 -0.3 0.0 -0.2
C 2.5111 -4.3006 5.0258 0.3 0.1 0.0
C 2.9602 -5.1943 5.9843 0.2 0.2 0.0
C 0.8183 -3.4530 3.4584 -0.1 0.0 -0.1
N 1.5332 -2.4425 3.0064 0.1 0.2 -0.1
C 0.7606 -1.8390 2.0586 0.3 0.1 0.1
C -0.4436 -2.4756 1.9181 -0.3 -0.3 0.1
N -0.3997 -3.5125 2.8231 0.0 0.0 -0.1
C -1.4189 -2.0843 0.9623 0.0 -0.1 0.1
C -2.6297 -2.7536 0.7278 0.1 0.0 0.1
C -3.4387 -2.3230 -0.2882 0.0 0.0 0.0
C -3.0530 -1.2128 -1.0350 0.3 0.1 0.1
N -1.9384 -0.5192 -0.8096 -0.1 0.4 -0.3
C -1.1140 -0.9545 0.1721 -0.2 0.0 -0.1
C 0.1098 -0.2398 0.3552 0.0 0.1 -0.1
N 0.2977 0.8731 -0.3995 0.2 0.9 -0.7
C 1.4428 1.5243 -0.2542 -0.3 -0.3 0.3
C 2.4628 1.1140 0.6042 0.2 0.0 0.1
C 2.2812 0.0040 1.3769 0.0 -0.1 0.1
C 1.0683 -0.6880 1.2700 0.1 0.0 0.1
H 3.7944 -7.8759 8.6483 0.0 -0.1 0.0
H 3.8844 -6.1133 8.4602 0.0 0.0 0.0
H 4.5446 -7.1888 7.1933 0.0 0.0 0.0
H 0.2185 -7.1485 6.2211 0.0 0.1 -0.1
H -0.5919 -5.5714 4.5242 0.1 0.0 0.0
H 3.1557 -3.4995 4.6848 0.0 -0.1 0.1
H 3.9550 -5.0873 6.3952 -0.1 0.0 -0.1
H -1.1091 -4.2035 2.9883 0.0 0.0 0.0
H -2.9108 -3.6102 1.3297 0.0 0.0 -0.1
H -4.3640 -2.8318 -0.5238 0.0 0.0 0.0
H -3.6695 -0.8941 -1.8507 0.2 -0.2 0.2
H 1.5515 2.4019 -0.8395 0.1 0.4 -0.3
H 3.3828 1.6817 0.6586 -0.1 0.0 0.0
H 3.0285 -0.3557 2.0727 0.0 0.0 0.0
C 4.7070 4.0351 -3.3264 -0.2 0.0 0.1
N 3.4778 4.5326 -2.6730 0.0 0.0 -0.1
C 3.5208 5.7056 -1.7781 -0.1 -0.2 0.0
C 2.3938 3.7862 -2.6976 0.0 -0.1 -0.1
N 1.4313 3.1271 -2.7196 1.1 0.7 0.0
H 5.3924 4.8675 -3.4458 0.0 0.1 0.0
H 4.4720 3.6387 -4.3106 -0.1 0.0 0.0
H 5.1925 3.2604 -2.7345 0.0 0.0 0.1
H 4.4462 6.2402 -1.9638 0.0 0.0 -0.1
H 3.4906 5.4162 -0.7278 0.0 0.0 0.0
H 2.6909 6.3769 -1.9881 0.0 0.0 0.0



No. 4
79
Properties=species:S:1:pos:R:3:forces:R:3 method="wB97M-V/def2-TZVPD" e_above_lowest_kcal_mol=73.0 charge=+1 e_tot_ev=-71317.5434 e_homo_ev="-10.823 / -10.865" gap_ha="0.22555 / 0.23426" spin_multiplicity=2
Ir -0.9431 -1.5360 -0.6445 0.8 1.3 0.4
O 0.6583 -3.4222 -1.0568 0.0 0.0 0.3
C 0.8188 -3.7603 -2.4349 -0.1 -0.1 -0.3
C -0.5105 -3.5063 -3.1145 0.1 -0.2 0.1
N -0.8991 -2.0914 -3.0235 -0.4 -0.2 0.9
C 0.0402 -1.2286 -3.7483 0.3 0.3 0.1
C 1.1428 -0.6883 -2.8397 0.0 -0.5 -0.8
O 2.3073 -0.7858 -3.1267 -0.1 0.2 0.1
O 0.7308 -0.1163 -1.7244 -0.7 -0.5 1.4
C -2.2737 -1.8625 -3.4773 -0.2 0.1 0.0
C -2.6664 -0.4576 -3.0277 0.0 -0.1 -0.5
O -3.0627 0.3696 -3.8230 -0.2 -0.2 0.1
O -2.4704 -0.2299 -1.7631 0.1 -0.4 0.6
H 1.5101 -3.4736 -0.6084 0.0 0.0 0.1
H 1.0722 -4.8177 -2.5338 0.0 0.0 0.0
H 1.6129 -3.1632 -2.8868 0.0 -0.1 0.0
H -1.2800 -4.0958 -2.6127 0.0 0.0 -0.1
H -0.4445 -3.8249 -4.1608 0.0 0.0 0.0
H -0.4945 -0.3620 -4.1445 0.0 0.0 0.0
H 0.5039 -1.7560 -4.5841 -0.1 0.0 0.0
H -2.9359 -2.5756 -2.9864 0.1 0.0 -0.1
H -2.3759 -1.9530 -4.5613 0.0 0.0 0.0
C 4.9892 0.6407 3.2297 -0.1 0.0 0.0
C 3.8340 1.1846 2.3756 0.1 0.1 0.0
C 3.7151 2.7036 2.5891 0.0 -0.1 -0.1
C 4.1565 0.9250 0.9032 0.0 -0.1 0.1
C 2.5206 0.5356 2.8012 0.0 0.0 0.0
C 2.0922 0.6924 4.1338 -0.1 0.0 0.0
C 0.9063 0.1660 4.5986 0.1 0.0 0.0
C 0.1067 -0.5340 3.7037 -0.1 -0.1 -0.3
S -1.4061 -1.3441 3.9796 0.1 0.0 -0.3
C -1.4437 -1.7999 2.3067 -0.1 0.1 0.8
N -0.4234 -1.3850 1.6083 -0.7 -0.2 -1.9
C 0.4918 -0.6832 2.3670 0.4 0.3 0.4
C 1.7103 -0.1646 1.9242 0.0 -0.3 0.0
C -2.5021 -2.5632 1.6964 -0.2 -0.1 -0.1
C -3.5464 -3.1204 2.4343 0.1 0.0 -0.1
C -4.5263 -3.8491 1.7882 -0.1 0.0 0.0
C -4.4543 -4.0326 0.4133 0.1 0.0 0.1
C -3.4053 -3.4814 -0.3116 0.1 0.0 -0.4
C -2.4266 -2.7241 0.3081 0.9 1.4 -0.8
H 5.9325 1.0559 2.8736 0.0 0.0 0.0
H 5.0449 -0.4465 3.1605 0.0 0.0 0.0
H 4.8795 0.9110 4.2797 0.0 0.0 0.0
H 4.6489 3.1920 2.3083 0.0 0.0 0.0
H 3.5104 2.9486 3.6307 0.0 0.0 0.0
H 2.9121 3.1210 1.9773 0.0 0.0 0.0
H 5.0800 1.4388 0.6375 0.0 0.0 0.0
H 3.3689 1.2977 0.2486 0.1 0.0 0.0
H 4.2982 -0.1401 0.7106 0.0 0.0 -0.1
H 2.7167 1.2400 4.8255 0.0 0.0 0.0
H 0.6058 0.2907 5.6301 0.0 0.0 0.0
H 1.9897 -0.3458 0.8935 0.1 0.1 0.0
H -3.5848 -2.9735 3.5066 0.0 0.0 0.0
H -5.3478 -4.2729 2.3491 0.0 0.0 0.0
H -5.2212 -4.5964 -0.1000 0.0 0.0 0.0
H -3.3758 -3.6542 -1.3807 0.0 0.1 0.0
C -0.7241 3.8039 0.7342 0.0 -0.3 -0.2
N -1.9565 3.3143 0.1244 -0.3 0.6 0.3
C -2.1172 3.8660 -1.2201 0.2 -0.3 0.1
N -0.9674 3.5222 -2.0401 0.0 0.5 -0.4
C 0.2517 4.0167 -1.4229 -0.1 -0.2 0.1
N 0.4310 3.4643 -0.0855 0.1 0.4 0.1
C 0.7061 2.0464 -0.1052 0.2 -0.7 0.2
P -0.7072 1.0494 -0.8576 -0.5 1.1 -0.1
C -2.1072 1.9032 0.1781 0.1 -1.4 0.0
C -0.9172 2.1262 -2.3849 0.1 -0.6 -0.2
H -0.6092 3.3684 1.7285 0.0 0.0 0.0
H -0.7822 4.8893 0.8236 0.0 0.0 0.0
H -2.1928 4.9519 -1.1578 0.0 0.0 0.1
H -3.0264 3.4636 -1.6677 0.0 0.0 0.0
H 0.1877 5.1032 -1.3494 0.0 0.0 0.0
H 1.1125 3.7569 -2.0406 0.0 0.0 0.0
H 0.8824 1.6954 0.9123 0.0 0.1 -0.1
H 1.6032 1.8585 -0.6953 -0.1 0.0 0.0
H -2.0053 1.5320 1.2003 -0.1 0.0 0.1
H -3.0549 1.5725 -0.2438 0.0 0.0 0.0
H -1.8324 1.8496 -2.9049 0.0 0.0 0.0
H -0.0617 1.9506 -3.0428 0.0 0.0 0.0